(1)
Formula: C36H90N3O9P2S2
Source: the Open Molecules 2025 dataset
Level of theory: ωB97M-V/def2-TZVPD

- LUMO level (eV) = -2.633
- charge = +1

Each line ends with the Mulliken charge.
Element x y z (Å)
S1 6.2555 -0.1875 2.3314  1.267
S2 1.4141 3.0052 -1.8278  -0.431
P1 1.2669 -2.4858 1.7333  0.414
P2 0.9631 1.0955 -1.9221  0.804
O1 7.5346 0.2588 1.9078  -0.638
O2 5.6761 0.2347 3.5741  -0.606
O3 -2.6201 -3.8766 -1.7881  -0.351
O4 -2.1762 -3.8812 2.6648  -0.232
O5 -3.2900 2.9858 4.6092  -0.401
O6 7.7641 1.7662 -5.5462  -0.436
O7 6.2784 -1.7766 2.3299  -0.503
O8 2.2749 1.5895 -4.6322  -0.427
O9 -4.5765 -3.6730 4.2588  -0.412
N1 1.7587 -3.0617 0.3897  -0.559
N2 0.7779 -0.7144 1.7997  0.311
N3 -3.8854 -1.5700 0.1990  -0.396
C1 -2.6164 3.7891 -0.4104  0.441
C2 -3.4272 2.3334 -2.4432  0.134
C3 -0.5558 -0.9208 -0.6128  0.212
C4 2.4099 2.2631 2.2851  1.375
C5 0.2396 0.3919 -0.3945  0.155
C6 -1.4378 -0.9165 -1.8729  0.050
C7 -3.0762 0.5978 -4.3283  -1.036
C8 1.8102 3.1690 3.3790  -2.026
C9 3.2273 2.0046 -5.6113  -0.396
C10 -3.5363 4.7198 0.3819  -0.789
C11 -1.9639 -5.0036 -1.2184  0.464
C12 4.6486 1.9697 -5.0863  -0.899
C13 9.9178 1.1896 -6.5503  -1.055
C14 -1.7159 -5.1456 3.1340  -0.429
C15 -2.7521 -6.2860 -1.3988  -1.482
C16 5.1080 0.1387 1.0349  -0.879
C17 3.7503 -0.5267 1.2482  -1.957
C18 -5.7290 -3.1566 4.9395  -0.250
C19 -1.9048 -0.2551 -4.8628  -0.653
C20 -2.6547 1.9428 -3.7013  -0.293
C21 -2.8366 -0.6470 0.6494  -1.281
C22 -5.7253 -3.5188 6.4092  -1.129
C23 -1.2338 3.2681 5.9046  -0.676
C24 -3.4127 4.6605 1.9057  -1.131
C25 -2.6214 -6.2881 2.7158  -0.745
C26 -0.8122 -1.6676 -3.0488  -0.940
C27 -3.0144 3.7157 -1.9031  -1.347
C28 -1.4020 -1.2467 0.6487  2.590
C29 3.3563 3.1258 1.4271  -1.919
C30 -0.7367 -0.6847 1.9033  -3.235
C31 2.6942 -0.0088 0.2455  -2.427
C32 1.2874 0.3104 0.7640  2.565
C33 -2.6554 3.7291 5.6456  -0.311
C34 -1.7563 -1.6573 -4.2476  -1.251
C35 8.7287 2.1298 -6.5328  -0.242
C36 1.2168 1.6918 1.4900  -1.446
H1 -2.8484 0.2662 0.0458  0.034
H2 5.3654 2.2683 -5.8480  0.320
H3 0.0496 0.8431 -2.9361  -0.132
H4 -3.3150 5.7489 0.0735  0.322
H5 -4.0045 3.8602 2.3561  0.267
H6 -2.2016 4.1169 -2.5168  0.485
H7 9.5895 0.1657 -6.7318  0.283
H8 -1.3713 -2.3352 -5.0147  0.481
H9 3.0713 0.9048 -0.2234  0.518
H10 3.2622 2.9393 0.3542  0.343
H11 -5.7456 -4.6028 6.5419  0.359
H12 -3.0444 -3.7039 3.0577  0.332
H13 -3.7899 5.5955 2.3301  0.430
H14 -0.6522 -2.6984 -2.7181  0.321
H15 4.7557 2.6462 -4.2337  0.283
H16 -1.6081 -5.1178 4.2235  0.377
H17 -3.7328 0.8264 -5.1741  0.584
H18 5.5752 -0.2666 0.1321  0.470
H19 -2.6186 2.7930 0.0593  -0.262
H20 0.3808 1.6399 2.1983  -0.015
H21 5.7600 -2.0984 3.0818  0.375
H22 2.6003 3.7062 3.9076  0.519
H23 -2.2180 -7.1382 -0.9746  0.366
H24 -3.3270 2.0642 4.8844  0.233
H25 -5.6927 -2.0768 4.8042  0.295
H26 2.1510 -2.5796 2.8193  0.145
H27 2.7059 -3.4251 0.4194  0.288
H28 -4.5817 4.5253 0.1134  0.426
H29 10.6280 1.4721 -7.3282  0.332
H30 0.1534 -1.2502 -3.3692  0.712
H31 2.6208 -0.7501 -0.5538  1.236
H32 -0.7627 3.8712 6.6814  0.380
H33 -2.7374 -2.0334 -3.9366  0.372
H34 -1.7794 -4.8162 -0.1524  -0.342
H35 -2.8014 2.7518 -4.4257  0.717
H36 -4.8258 -3.1391 6.8947  0.273
H37 -3.8601 4.4008 -2.0234  0.504
H38 -0.7239 -5.2893 2.6999  0.367
H39 -4.5638 -1.7410 0.9295  0.261
H40 5.0434 1.2206 0.9254  0.268
H41 3.4469 -0.4316 2.2965  0.668
H42 -6.6333 -3.5291 4.4518  0.279
H43 2.0580 0.3099 -2.2851  0.222
H44 0.9249 2.4445 0.7523  0.246
H45 1.1849 2.6131 4.0843  0.525
H46 2.9723 1.5012 2.8368  -0.019
H47 2.9735 3.0119 -5.9564  0.299
H48 -2.0663 -0.3998 -5.9365  0.493
H49 -2.3803 4.5269 2.2463  0.141
H50 -2.2291 -7.2436 3.0648  0.382
H51 1.1079 -0.3626 2.7050  0.705
H52 4.3944 3.0213 1.7496  0.328
H53 4.9077 0.9641 -4.7510  0.249
H54 3.1093 1.3224 -6.4526  0.292
H55 -1.0018 -1.2950 2.7704  0.477
H56 -6.5970 -3.0998 6.9118  0.380
H57 0.1794 -1.7120 -0.7992  -0.007
H58 -2.7125 -6.3230 1.6298  0.005
H59 -4.3696 -1.2019 -0.6107  0.246
H60 -1.5911 4.1660 -0.3153  0.177
H61 -4.5914 -4.6329 4.3528  0.118
H62 -0.5048 1.1532 -0.1157  0.013
H63 8.2012 2.0994 -7.4855  0.268
H64 3.1103 4.1824 1.5698  0.547
H65 -3.7001 0.0388 -3.6190  0.368
H66 8.1990 1.7977 -4.6875  0.254
H67 -3.6287 -6.1688 3.1219  0.186
H68 -3.0667 -0.3602 1.6825  0.758
H69 -3.7252 -6.2131 -0.9062  0.377
H70 -0.9988 -5.0720 -1.7218  0.338
H71 -4.4979 2.3231 -2.6821  0.617
H72 -0.6394 3.3508 4.9932  -0.068
H73 -3.2958 1.5770 -1.6547  -0.360
H74 0.0528 -3.0091 2.1756  -0.209
H75 -1.5802 1.9268 -3.4776  -0.165
H76 3.8972 -1.5953 1.0801  0.650
H77 -1.4932 -2.3326 0.7548  -0.705
H78 -2.3464 -1.4724 -1.6508  0.575
H79 -2.6653 4.7655 5.3105  0.296
H80 10.4398 1.2084 -5.5905  0.328
H81 -0.9624 0.3035 -4.7901  0.249
H82 -3.2477 3.6654 6.5638  0.292
H83 -1.2176 2.2247 6.2296  0.317
H84 -1.6994 0.1076 -2.1585  -0.596
H85 1.1828 3.9305 2.9002  0.430
H86 9.0607 3.1592 -6.3637  0.286
H87 2.3416 2.1853 -3.8706  -0.186
H88 -1.0462 0.3402 2.1053  0.631
H89 -2.9282 -6.4778 -2.4573  0.382
H90 -3.4690 -3.7725 -1.3427  0.232

***

(2)
Formula: C3H8N2O
Source: the Open Molecules 2025 dataset
Level of theory: ωB97M-V/def2-TZVPD

- LUMO level (eV) = 0.764
- energy relative to the best compared isomer or geometry (same formula, charge and spin) (eV) = 2.972
- charge = 0
- SMILES = [H]/N=C/CN.C=O

Each line ends with the Mulliken charge.
Element x y z (Å)
O1 2.7741 -0.5546 0.1632  -0.592
N1 -1.4148 -0.8322 -0.1700  -0.532
N2 0.7317 0.6867 0.7124  -0.453
C1 1.6898 -1.0547 0.4912  -0.011
C2 -0.0393 1.2058 -0.1393  -0.038
C3 -1.2188 0.4944 -0.7196  -0.526
H1 -1.0605 0.4041 -1.8020  0.277
H2 -1.3440 -0.8045 0.8404  0.206
H3 0.1146 2.2156 -0.5333  0.336
H4 -2.3218 -1.2015 -0.4263  0.222
H5 1.5111 -1.3753 1.5306  0.208
H6 0.9938 -1.4897 -0.2387  0.268
H7 1.6669 1.1339 0.8782  0.292
H8 -2.0826 1.1721 -0.5868  0.343

***

(3)
Formula: C5H10O
Source: the Open Molecules 2025 dataset
Level of theory: ωB97M-V/def2-TZVPD

- LUMO level (eV) = 0.721
- energy relative to the best compared isomer or geometry (same formula, charge and spin) (eV) = 2.297
- charge = 0
- SMILES = C=CC=C.CO

Each line ends with the Mulliken charge.
Element x y z (Å)
O1 -1.8258 1.6645 -0.0253  -0.489
C1 1.7370 -0.2919 -0.2347  0.114
C2 -2.5571 0.7343 -0.8327  -0.453
C3 0.7275 0.0734 2.0127  -0.753
C4 1.0081 -0.7458 0.9638  -0.110
C5 2.0138 -1.1463 -1.2760  -0.805
H1 0.6106 -1.7409 0.9777  0.273
H2 1.6559 -2.2094 -1.2110  0.224
H3 2.1137 0.7378 -0.1930  0.291
H4 -2.2207 -0.3102 -0.5126  0.196
H5 2.5306 -0.6809 -2.0900  0.285
H6 -2.3396 0.8530 -1.8565  0.252
H7 0.1708 -0.3046 2.9161  0.223
H8 0.9516 1.1588 2.0012  0.257
H9 -3.6581 0.8606 -0.6246  0.209
H10 -0.9184 1.3475 -0.0151  0.288

***

(4)
Formula: C4H11GdO3
Source: the Open Molecules 2025 dataset
Level of theory: ωB97M-V/def2-TZVPD

- ⟨S²⟩ = 20.05
- LUMO level (alpha / beta) (eV) = -2.954 / -7.875
- spin multiplicity = 9
- charge = +1

Each line ends with the Mulliken charge.
Element x y z (Å)
Gd1 2.6619 1.3004 0.4704  0.445
O1 1.5421 -0.5036 0.5341  -0.638
O2 -0.5350 -1.7150 1.4663  -0.243
O3 0.6039 1.7814 -0.7577  -0.033
C1 -0.4912 0.8855 -0.5551  -0.318
C2 -0.6627 -3.1052 1.2915  -0.542
C3 0.2158 3.1264 -0.9865  -0.746
C4 0.0508 -0.5319 -0.4724  -0.641
H1 0.2792 -3.5181 0.8875  0.313
H2 -0.4372 3.4919 -0.1804  0.335
H3 0.5785 -0.7844 -1.4139  0.404
H4 -1.0104 1.1528 0.3803  0.275
H5 -0.8079 -1.1600 -0.7732  0.371
H6 1.1331 3.7261 -0.9995  0.261
H7 -1.1819 0.9937 -1.4049  0.357
H8 -0.3136 3.1876 -1.9477  0.290
H9 0.6970 -1.4240 1.6151  0.523
H10 -0.8560 -3.5600 2.2721  0.295
H11 -1.4662 -3.3435 0.5740  0.292

***

(5)
Formula: C2HAgF6NO3S2
Source: the Open Molecules 2025 dataset
Level of theory: ωB97M-V/def2-TZVPD

- ⟨S²⟩ = 0.79
- LUMO level (alpha / beta) (eV) = -2.536 / -3.189
- energy relative to the best compared isomer or geometry (same formula, charge and spin) (eV) = 3.938
- spin multiplicity = 2
- charge = 0

Each line ends with the Mulliken charge.
Element x y z (Å)
Ag1 -0.0635 -3.0084 1.2092  0.881
S1 -1.5178 0.5472 -1.8442  -0.122
S2 0.4714 -0.4437 -0.1706  1.024
F1 -1.3911 2.6615 -0.2548  -0.236
F2 -1.1399 3.1208 -2.3304  -0.228
F3 2.7745 -0.4220 1.0732  -0.234
F4 2.9483 -0.5324 -1.0694  -0.227
F5 -3.0900 2.5453 -1.5922  -0.230
F6 2.3941 1.3275 -0.1240  -0.208
O1 -0.3010 -1.2532 2.1335  -0.366
O2 -0.6782 -2.7108 3.0923  -0.605
O3 0.5647 -1.9727 -0.4092  -0.786
N1 0.1306 0.3746 -1.4873  -0.438
C1 -1.7794 2.3098 -1.4848  0.690
C2 2.2753 0.0121 -0.0729  0.704
H1 -1.5978 -2.5555 3.3315  0.382

***

(6)
Formula: C17H35Br8O3Si
Source: the Open Molecules 2025 dataset
Level of theory: ωB97M-V/def2-TZVPD

- LUMO level (eV) = 1.900
- charge = -1

Each line ends with the Mulliken charge.
Element x y z (Å)
Br1 -1.2875 -5.2182 -2.4702  -0.071
Br2 2.7799 1.7466 3.8718  -0.083
Br3 -0.5684 2.4181 2.9014  -0.148
Br4 -3.5865 -4.1925 -5.1180  -0.174
Br5 3.7440 -1.3043 5.6727  -0.124
Br6 -1.7315 5.6323 1.5679  -0.171
Br7 1.1904 8.5457 -3.6028  -0.162
Br8 0.9085 5.3265 -1.8361  -0.121
Si1 0.7971 -2.4012 0.5325  -0.245
O1 -2.7748 0.0519 -1.1039  -0.416
O2 -1.3399 -3.9779 0.8660  -0.647
O3 -1.6033 -0.9404 -2.7367  -0.580
C1 -1.7110 -1.6955 1.7413  -0.878
C2 4.5731 -0.4679 4.1288  -0.184
C3 -3.5106 -2.1243 -1.9022  -0.545
C4 -1.6418 -4.1247 -5.1007  -0.500
C5 1.6139 -4.1070 0.6662  -1.044
C6 -0.3545 7.7457 -2.7304  -0.647
C7 0.0886 5.0351 1.9249  -0.637
C8 -1.0465 -5.3147 -4.3920  -0.593
C9 0.2766 3.5789 1.5970  -0.452
C10 1.5910 -1.3468 1.9072  -0.724
C11 -1.0438 -2.5206 0.6274  0.786
C12 4.5510 1.0362 4.2293  -0.585
C13 -1.9099 0.2636 0.0261  0.234
C14 -2.4966 -1.0051 -1.9192  0.823
C15 1.4682 -1.6803 -1.0994  -1.009
C16 -2.4449 -0.4093 1.2845  -0.547
C17 0.0153 7.0128 -1.4693  -0.404
H1 -3.5173 -0.5967 1.1088  0.390
H2 1.4708 -1.8645 2.8757  0.323
H3 4.0367 -0.8280 3.2550  -0.002
H4 5.5990 -0.8297 4.1099  0.369
H5 -4.3927 -1.8875 -1.2975  0.310
H6 0.7609 -0.9829 -1.5584  0.289
H7 5.2094 1.4786 3.4846  0.344
H8 -2.4654 -2.3529 2.2094  0.239
H9 -0.8974 -0.0671 -0.2374  -0.255
H10 1.1187 -0.3552 2.0168  0.069
H11 -3.7850 -2.3313 -2.9409  0.133
H12 -2.2518 -4.0928 0.5864  0.347
H13 0.2802 5.2492 2.9717  0.420
H14 1.6096 -2.5107 -1.8116  0.253
H15 2.7125 -4.0039 0.6270  0.273
H16 1.3207 -4.6030 1.6010  0.260
H17 0.0272 -5.3451 -4.5672  0.338
H18 1.3362 3.3294 1.6136  0.372
H19 -1.3339 -4.1002 -6.1438  0.363
H20 2.6713 -1.1940 1.7334  0.013
H21 0.6866 7.5942 -0.8440  0.399
H22 2.4410 -1.1798 -0.9537  0.359
H23 0.7323 5.6473 1.2962  0.320
H24 -0.1410 3.3184 0.6287  0.278
H25 -0.8785 6.7564 -0.9049  0.144
H26 -0.8150 7.0885 -3.4613  0.400
H27 -1.3833 -3.1888 -4.6101  0.271
H28 -1.0460 -1.3976 2.5858  0.193
H29 -1.9047 1.3578 0.1578  0.103
H30 -1.0264 8.5700 -2.5027  0.383
H31 -2.9817 -2.9921 -1.4881  -0.086
H32 1.2966 -4.7255 -0.1854  0.223
H33 -1.4947 -6.2463 -4.7255  0.368
H34 -2.3774 0.3463 2.0866  0.290
H35 4.8364 1.3770 5.2200  0.357

***

(7)
Formula: C2H3N3O2
Source: the Open Molecules 2025 dataset
Level of theory: ωB97M-V/def2-TZVPD

- LUMO level (eV) = 0.627
- energy relative to the best compared isomer or geometry (same formula, charge and spin) (eV) = 2.503
- charge = 0
- SMILES = Nn1ncoc1=O

Each line ends with the Mulliken charge.
Element x y z (Å)
O1 1.5513 -1.5777 0.0253  -0.569
O2 1.4302 0.6429 0.7102  -0.325
N1 -1.4561 -0.9012 -0.5748  -0.606
N2 -0.3052 -0.0723 -0.4082  0.565
N3 -0.5426 1.2336 -0.1516  -0.598
C1 0.9416 -0.5078 0.1960  0.514
C2 0.4899 1.6464 0.4321  0.016
H1 -1.2763 -1.6508 -1.3275  0.288
H2 0.7381 2.6408 0.7117  0.437
H3 -1.5708 -1.4540 0.3869  0.279

***

(8)
Formula: C16H22N4S2
Source: the Open Molecules 2025 dataset
Level of theory: ωB97M-V/def2-TZVPD

- LUMO level (eV) = 0.408
- energy relative to the best compared isomer or geometry (same formula, charge and spin) (eV) = 0.012
- charge = 0
- SMILES = C=CCNC(=S)NCc1ccc(CNC(=S)NCC=C)cc1

Each line ends with the Mulliken charge.
Element x y z (Å)
S1 -2.1491 -2.8444 0.8539  -0.416
S2 -0.4897 1.2290 -5.0405  -0.446
N1 0.0155 -2.3864 2.2008  -0.135
N2 -1.6389 -0.7750 2.4284  -0.044
N3 1.6736 0.5063 -3.8063  -0.113
N4 0.5484 2.2973 -2.8507  -0.014
C1 2.6109 0.3273 -2.7240  -1.136
C2 -1.3582 2.3046 -1.3895  0.990
C3 -2.6118 0.4247 -0.5601  -0.484
C4 -0.6826 3.0028 -2.5400  -1.760
C5 0.9186 -1.8130 3.1795  -0.478
C6 -2.1179 1.1641 -1.6187  -0.536
C7 2.1968 -2.5925 3.1949  -0.182
C8 2.7310 -3.1196 4.2795  -0.806
C9 2.0202 -0.2508 -1.4601  -0.089
C10 0.6108 1.3467 -3.8106  0.158
C11 -2.7838 -0.0481 1.9075  -1.940
C12 -1.6267 1.9743 0.9771  -0.585
C13 -1.1248 2.7082 -0.0814  -0.666
C14 0.7896 -0.7075 -1.3308  -0.239
C15 -2.3622 0.8180 0.7478  1.033
C16 -1.2204 -1.9366 1.8783  0.223
H1 -0.5438 3.6001 0.1097  0.372
H2 0.0839 -0.6996 -2.1441  0.273
H3 3.6543 -3.6711 4.2471  0.273
H4 -3.1966 0.5529 2.7220  0.453
H5 -2.3072 0.8487 -2.6339  0.438
H6 0.2076 -3.3297 1.8974  0.298
H7 1.1653 2.1818 -2.0590  0.307
H8 -0.4349 4.0373 -2.2873  0.403
H9 2.6690 -2.7073 2.2284  0.329
H10 3.0947 1.2868 -2.4936  0.365
H11 1.6277 -0.2102 -4.5141  0.264
H12 2.2698 -3.0153 5.2478  0.243
H13 -0.9461 -0.2065 2.8935  0.276
H14 -1.3024 2.9831 -3.4386  0.548
H15 1.1413 -0.7740 2.8929  0.259
H16 -3.1781 -0.4746 -0.7469  0.396
H17 2.7151 -0.2751 -0.6301  0.373
H18 -3.5203 -0.7869 1.5874  0.538
H19 3.3999 -0.3422 -3.0801  0.445
H20 -1.4392 2.3001 1.9918  0.434
H21 0.4250 -1.1181 -0.4058  0.052
H22 0.4659 -1.8094 4.1807  0.327

***

Summary of DFT total energy in Ha
-3745.85373; -303.78289; -271.66820; -1149.49304; -1899.53045; -21776.06746; -392.70155; -1638.27404
(order as listed above)